No. 1
Below is 2 unconnected molecules or ions with the total composition C6H8N2O2, with properties calculated with ωB97M-V/def2-TZVPD.

Results
Kohn-Sham gap: 9.75 eV
Net charge: 0
SMILES: N#Cc1ccoc1CN.O
Highest occupied orbital energy: -9.27 eV

Cartesian coordinates (Å):
1 N -2.90225 -2.25336 -0.63571
2 C -1.82911 -1.82639 -0.49197
3 C -0.54286 -1.23132 -0.32026
4 C 0.55515 -1.23931 -1.25974
5 C 1.42861 -0.31247 -0.79418
6 O 0.96365 0.22283 0.36452
7 C -0.14796 -0.43343 0.72919
8 C -0.60635 -0.27194 2.13763
9 N 0.42415 -0.67279 3.08866
10 H 0.61616 -1.78066 -2.19905
11 H 2.22770 0.23852 -1.28139
12 H -1.48868 -0.90893 2.27774
13 H -0.93548 0.77593 2.26979
14 H 1.22569 -0.04923 3.04520
15 H 0.07295 -0.58425 4.03717
16 O 0.41246 3.58905 -3.73404
17 H -0.45561 3.96612 -3.56456
18 H 0.98178 2.77164 -3.66901

---

No. 2
Below is 2 unconnected molecules or ions with the total composition C6H8N2O2, with properties calculated with ωB97M-V/def2-TZVPD.

Results
Kohn-Sham gap: 9.93 eV
Net charge: 0
SMILES: O=c1cc[nH]c(=O)[nH]1.C=C
Highest occupied orbital energy: -9.42 eV

Cartesian coordinates (Å):
1 O 3.24006 -1.21106 1.36530
2 C 2.26065 -0.68866 0.86385
3 C 1.61067 0.43917 1.50310
4 C 0.61859 1.13349 0.85469
5 N 0.19710 0.73501 -0.38438
6 C 0.67676 -0.42704 -1.04885
7 O 0.23711 -0.91589 -2.05141
8 N 1.67278 -1.04102 -0.31456
9 H 1.90805 0.69307 2.48392
10 H 0.16548 2.05066 1.12432
11 H -0.37632 1.31475 -0.99190
12 H 2.00091 -1.95445 -0.67605
13 C -2.50256 -0.71532 -0.40650
14 C -2.41001 0.61980 -0.39820
15 H -3.23951 -1.21245 -0.93931
16 H -1.35734 -1.10567 -0.20301
17 H -3.16800 1.17960 -0.78840
18 H -1.53442 1.10601 0.00739

---

No. 3
Below is a single C6H8N2O2 molecule, with properties calculated with ωB97M-V/def2-TZVPD.

Results
Kohn-Sham gap: 9.49 eV
Net charge: 0
SMILES: COC(=O)Cn1ccnc1
Highest occupied orbital energy: -8.90 eV

Cartesian coordinates (Å):
1 C -0.75032 -0.36149 -3.42374
2 O -0.77126 0.44797 -2.25192
3 C -0.28716 -0.16892 -1.13148
4 O 0.03269 -1.27893 -1.03756
5 C -0.34225 0.89239 0.14414
6 N 0.26701 0.38891 1.29975
7 C 0.56932 -0.90728 1.74199
8 C 1.04990 -0.72390 2.93938
9 N 1.20112 0.54630 3.31860
10 C 0.67423 1.24171 2.29842
11 H 0.21847 -0.77264 -3.60674
12 H -1.43629 -1.33397 -3.43880
13 H -1.05594 0.19496 -4.05995
14 H 0.09462 1.66892 -0.29723
15 H -1.50214 0.92496 0.47435
16 H 0.17129 -1.58584 1.09791
17 H 1.41311 -1.59944 3.70106
18 H 0.45360 2.42630 2.23181

---

No. 4
Below is 2 unconnected molecules or ions with the total composition C6H8N2O2, with properties calculated with ωB97M-V/def2-TZVPD.

Results
Kohn-Sham gap: 10.52 eV
Net charge: 0
SMILES: N#C[C@H]1OC=NC12CC2.O
Highest occupied orbital energy: -9.88 eV

Cartesian coordinates (Å):
1 N 2.13587 0.90105 -1.05070
2 C 1.29019 0.76369 -0.26391
3 C 0.06542 0.74654 0.57246
4 O -0.44148 2.07386 0.71325
5 C -1.66784 2.08485 0.13296
6 N -2.11730 0.99714 -0.32937
7 C -1.12409 -0.00931 -0.06008
8 C -0.98988 -1.18492 -0.97341
9 C -1.58456 -1.35902 0.40301
10 H 0.33766 0.35774 1.56387
11 H -2.13115 3.06744 0.05264
12 H -1.65433 -1.19419 -1.83819
13 H 0.01223 -1.57861 -1.14970
14 H -0.98474 -1.86447 1.16127
15 H -2.66395 -1.49033 0.49384
16 O 3.93056 -1.15198 0.16671
17 H 3.72463 -0.68227 0.98182
18 H 3.86273 -0.47722 -0.57647

---

No. 5
Below is 2 unconnected molecules or ions with the total composition C6H8N2OS, with properties calculated with ωB97M-V/def2-TZVPD.

Results
Kohn-Sham gap (spin up / spin down): 6.66 / 6.66 eV
Net charge: 0
Highest occupied orbital energy (spin up / spin down): -6.44 / -6.44 eV

Cartesian coordinates (Å):
1 C 1.43869 -2.26784 0.32421
2 C 0.62353 -2.12683 -2.04415
3 C 1.29650 -0.83617 -0.11218
4 C -0.81782 0.46889 3.20944
5 C 1.26191 1.68148 0.06170
6 C 1.60205 0.34432 0.54160
7 N 0.84781 -0.85977 -1.52050
8 N -1.50612 -0.10931 2.43922
9 O -0.34156 0.93153 4.13645
10 S 0.84761 -3.30246 -0.92428
11 H 1.19064 -2.63941 1.31379
12 H 0.31731 -2.27218 -3.04826
13 H 0.40501 2.07157 0.56487
14 H 2.00692 2.40964 0.28921
15 H 1.17906 1.77299 -1.08024
16 H 2.05564 0.19187 1.51420
17 H 0.39899 -0.10724 -1.99881
18 H -1.53025 -0.56171 1.63535

---

No. 6
Below is a molecular structure, C6H8N2P2S, with properties calculated with ωB97M-V/def2-TZVPD.

Results
Kohn-Sham gap: 7.15 eV
Net charge: 0
Highest occupied orbital energy: -7.75 eV

Cartesian coordinates (Å):
1 C -0.09936 2.53074 0.04041
2 C 1.15966 2.15577 -0.40455
3 C -0.99081 1.57676 0.56582
4 C 1.41162 0.84172 -0.70792
5 C -0.69630 0.21937 0.26588
6 C 0.54378 -0.10762 -0.21775
7 N -1.58522 -0.77817 0.68113
8 N 0.84748 -1.53148 -0.11131
9 P -3.23589 -0.74964 0.31010
10 P 2.02148 -2.32523 0.92704
11 S -0.56751 -2.40974 -0.25456
12 H -0.22730 3.56309 0.25250
13 H 1.86327 2.86826 -0.98858
14 H -1.88103 1.80970 1.00273
15 H 2.33010 0.39263 -1.21732
16 H -3.35408 -2.10077 0.61685
17 H -2.94754 -0.98864 -1.06215
18 H 3.07404 -1.49284 0.37121
19 H 2.33360 -3.47391 -0.06951

---

The evaluated energy relative to the best compared isomer or geometry (same formula, charge and spin) for the records listed, in turn: 257.1; 212.3; 352.1; 227.7; 326.9; 48.5 kJ/mol.